{"formula": "C3H11NS2", "method": "wB97M-V/def2-TZVPD", "symbols": ["C", "C", "S", "S", "H", "H", "H", "H", "H", "H", "C", "N", "H", "H", "H", "H", "H"], "coordinates": [[1.6053, 1.3792, 0.3565], [0.9765, 0.0018, 0.2932], [1.0656, -0.7910, -1.3520], [0.1679, -2.6024, -0.9450], [1.1903, 2.0518, -0.3930], [2.6788, 1.2739, 0.1712], [1.5332, 1.8734, 1.3245], [-0.1065, 0.0362, 0.4433], [1.3481, -0.6446, 1.0887], [1.1838, -3.1686, -0.2469], [-1.8120, 2.1500, 1.4309], [-2.9378, 2.9139, 1.9830], [-1.1856, 1.6386, 2.1711], [-1.2091, 2.8151, 0.8124], [-2.2325, 1.4012, 0.7572], [-3.5287, 2.2716, 2.4924], [-2.5972, 3.5429, 2.7056]], "forces_ev_per_a": [[0.7, -0.1, -0.5], [-1.4, 0.0, 0.4], [0.5, -0.2, 0.2], [0.3, 0.2, 0.2], [0.0, 0.0, -0.1], [0.0, 0.2, -0.1], [-0.3, -0.3, 0.1], [0.1, 0.3, 0.3], [0.3, -0.2, -0.3], [-0.2, 0.1, -0.3], [-0.4, 0.1, -0.3], [0.3, -0.1, 0.5], [0.0, 0.1, -0.1], [0.2, -0.1, 0.1], [0.1, -0.1, 0.0], [-0.3, -0.1, 0.0], [0.0, 0.1, -0.2]], "total_energy_ev": -26449.6778}

***

{"formula": "C3H8N2O2", "method": "wB97M-V/def2-TZVPD", "symbols": ["N", "C", "N", "H", "H", "H", "H", "H", "O", "C", "O", "C", "H", "H", "H"], "coordinates": [[0.4975, -1.5592, 0.3495], [0.7527, -1.4858, -0.8898], [1.6136, -2.3316, -1.4983], [0.9328, -2.3886, 0.8148], [-0.1480, -0.8106, 0.8002], [0.4256, -0.6817, -1.5192], [2.0230, -2.1305, -2.4384], [2.2451, -2.8892, -0.9406], [0.2944, 1.3444, -0.2345], [-0.7053, 1.2917, 0.5453], [-1.0972, 0.2861, 1.1726], [-1.5052, 2.5960, 0.6653], [-2.1442, 2.6812, -0.2644], [-2.1075, 2.5477, 1.5758], [-0.8350, 3.4523, 0.5842]], "forces_ev_per_a": [[0.5, -1.8, 0.8], [1.9, -0.2, -1.4], [0.8, 0.0, -1.3], [-0.8, 1.3, -0.1], [-0.7, 0.6, 0.5], [-0.7, 0.5, 0.2], [-1.0, 0.0, 1.4], [-0.3, -0.1, 0.1], [-0.8, -0.6, 0.6], [1.3, 1.9, -1.7], [-0.1, -1.3, 0.5], [-0.5, -0.5, -0.9], [0.4, -0.3, 1.1], [0.0, 0.4, -0.3], [0.0, -0.1, 0.4]], "total_energy_ev": -10315.8733}

***

{"formula": "C26H25F4OSi", "method": "wB97M-V/def2-TZVPD", "symbols": ["F", "C", "C", "C", "F", "C", "C", "C", "C", "C", "C", "F", "C", "C", "F", "C", "C", "H", "H", "H", "H", "H", "H", "H", "C", "Si", "C", "C", "O", "C", "C", "C", "C", "C", "C", "C", "C", "C", "C", "H", "H", "H", "H", "H", "H", "H", "H", "H", "H", "H", "H", "H", "H", "H", "H", "H", "H"], "coordinates": [[-3.2379, 3.2983, -4.0125], [-3.1653, 2.0150, -3.5057], [-4.2714, 1.1862, -3.6275], [-4.1146, -0.1128, -3.1485], [-5.2020, -0.9633, -3.1979], [-2.9459, -0.5612, -2.5396], [-1.9178, 0.3607, -2.2720], [-0.7850, -0.0091, -1.2746], [0.5790, 0.5321, -1.7430], [1.4739, -0.3497, -2.3660], [2.5850, 0.1789, -3.0244], [3.5048, -0.6954, -3.5707], [2.8378, 1.5449, -3.1155], [1.9513, 2.3716, -2.4227], [2.1420, 3.7356, -2.4965], [0.8769, 1.8897, -1.6648], [-1.9954, 1.6349, -2.8412], [-5.2141, 1.5271, -4.0637], [-2.8777, -1.6008, -2.2080], [-0.6612, -1.0978, -1.3170], [1.2928, -1.4307, -2.3623], [3.6902, 1.9373, -3.6567], [0.2388, 2.5782, -1.0917], [-1.1711, 2.3420, -2.7411], [2.2448, 1.9722, 3.3353], [2.4507, 0.7833, 1.9257], [3.4946, 1.4409, 0.5469], [3.1139, -0.8438, 2.5513], [0.8858, 0.6423, 1.2433], [-0.1962, -0.0944, 1.1653], [-1.2149, 0.3210, 0.1250], [-2.5085, -0.4274, 0.4691], [-2.2486, -1.9406, 0.4747], [-1.2815, -2.2581, 1.5760], [-0.4081, -1.2086, 2.0208], [0.1804, -1.3336, 3.3019], [0.0843, -2.5337, 3.9950], [-0.6355, -3.6158, 3.4566], [-1.3138, -3.4716, 2.2498], [3.2418, 2.3418, 3.6179], [1.6177, 2.8246, 3.0464], [1.7908, 1.4867, 4.2071], [4.5178, 1.5975, 0.9171], [3.5352, 0.7423, -0.2951], [3.1069, 2.3959, 0.1729], [4.2105, -0.7832, 2.4895], [2.8366, -1.0178, 3.6009], [2.7740, -1.6992, 1.9531], [-1.4101, 1.4047, 0.2285], [-2.8327, -0.1206, 1.4733], [-3.3150, -0.1879, -0.2209], [-3.2069, -2.4717, 0.5967], [-1.8390, -2.3039, -0.4824], [0.6864, -0.4654, 3.7376], [0.5969, -2.6261, 4.9520], [-0.6597, -4.5622, 3.9883], [-1.9117, -4.2994, 1.8439]], "forces_ev_per_a": [[0.1, -1.6, 0.6], [0.1, 0.8, -0.2], [0.0, -0.1, 0.0], [-0.6, -0.4, 0.1], [1.3, 0.9, -0.1], [-0.1, 0.1, 0.2], [0.0, 0.0, -0.4], [1.1, -0.5, -2.0], [-0.2, -0.2, 0.1], [0.0, 0.1, -0.2], [0.7, -0.6, 0.0], [-1.2, 1.0, 0.5], [-0.5, -0.1, 0.4], [0.0, 0.7, 0.0], [-0.1, -1.5, 0.3], [0.2, 0.5, -0.5], [-0.2, 0.1, 0.2], [0.4, -0.1, 0.1], [-0.2, 0.4, -0.1], [-0.1, 0.2, -0.1], [0.1, 0.5, -0.1], [-0.1, 0.0, 0.0], [0.4, -0.2, -0.5], [-0.5, -0.1, -0.1], [-0.1, 0.1, -0.1], [1.2, 0.0, 0.6], [-0.1, 0.1, 0.0], [-0.1, -0.1, 0.0], [-2.6, -1.2, -0.4], [1.6, 1.6, 0.0], [-0.7, 0.2, 1.2], [-0.2, -0.3, 0.2], [-0.2, -0.1, -0.4], [-0.1, 0.5, 0.1], [-0.6, -1.0, 0.6], [0.3, -0.2, -0.2], [0.0, 0.4, 0.0], [0.5, 0.4, -0.2], [-0.1, -0.2, 0.1], [-0.3, 0.0, 0.0], [0.2, -0.1, 0.1], [0.1, 0.2, -0.1], [-0.2, 0.0, -0.1], [0.0, 0.1, 0.1], [0.1, -0.1, 0.1], [-0.2, -0.1, 0.0], [0.2, 0.0, -0.3], [0.2, 0.1, 0.1], [0.4, -0.3, 0.1], [0.0, -0.1, -0.2], [0.2, 0.1, 0.1], [0.5, 0.0, 0.2], [-0.2, 0.2, 0.3], [-0.1, -0.5, -0.2], [-0.3, 0.0, -0.2], [-0.1, 0.1, 0.0], [0.2, 0.5, 0.3]], "total_energy_ev": -48158.1006, "total_charge": 1}

***

{"formula": "C8H16N", "method": "wB97M-V/def2-TZVPD", "symbols": ["C", "C", "C", "C", "C", "C", "C", "C", "N", "H", "H", "H", "H", "H", "H", "H", "H", "H", "H", "H", "H", "H", "H", "H", "H"], "coordinates": [[-1.2719, -0.9750, -1.9839], [0.1543, 0.9042, -1.2312], [0.8032, 0.6113, 0.1444], [-0.3725, -0.4707, 0.3256], [2.1098, 0.0438, -0.1306], [0.8393, 1.8272, 1.0061], [-1.7207, 0.1321, 0.9403], [-0.1701, -1.9123, 0.8810], [-0.6552, -0.2950, -1.1492], [-1.8570, -1.9428, -1.7285], [-1.5347, -0.5329, -3.0254], [-0.3911, 1.7832, -1.1255], [0.6354, 0.8701, -2.1272], [2.5622, -0.4330, 0.7200], [2.7481, 0.8277, -0.4879], [1.9695, -0.6852, -1.0446], [0.5863, 1.6954, 2.0578], [0.2600, 2.6667, 0.5727], [1.8255, 2.1562, 0.9522], [-2.5433, -0.4961, 0.6559], [-1.8128, 1.1588, 0.6912], [-1.5942, 0.0429, 1.9613], [0.1125, -1.7802, 1.8473], [0.4417, -2.5978, 0.3838], [-1.1246, -2.5983, 0.8943]], "forces_ev_per_a": [[-3.2, -1.2, -2.6], [-0.8, -0.5, 1.7], [-2.4, -0.5, -0.8], [-1.6, -0.3, 0.1], [0.7, -2.5, -2.1], [-1.3, 0.7, 0.4], [2.3, -1.1, -1.3], [-3.6, -0.1, -2.4], [0.5, -0.6, 1.4], [1.5, 1.6, -0.1], [1.0, -0.8, 1.7], [-1.5, 1.4, -0.3], [2.1, 0.3, -2.2], [0.3, -0.4, 0.2], [0.6, 0.4, -0.2], [0.8, 0.9, 1.9], [-0.1, -0.1, -0.1], [-0.1, -0.5, 0.5], [1.8, 0.8, 0.3], [-0.4, -0.1, -0.3], [-0.4, 0.9, -0.4], [0.0, 0.0, 2.3], [1.0, 0.1, 2.9], [1.8, -0.3, -1.0], [1.1, 1.9, 0.1]], "total_energy_ev": -10036.7724, "total_charge": 1}

***

{"formula": "C8H11N2", "method": "wB97M-V/def2-TZVPD", "symbols": ["C", "C", "C", "C", "C", "C", "C", "C", "N", "N", "H", "H", "H", "H", "H", "H", "H", "H", "H", "H", "H"], "coordinates": [[-3.0356, -0.2542, 0.2755], [-0.3348, 0.8622, 0.1304], [1.3034, -0.2048, -0.9738], [0.4813, -1.5228, -0.7489], [1.0810, -0.6997, 1.3290], [1.1393, 0.5053, 0.3703], [-0.1322, -1.3408, 0.5381], [-0.8310, 2.1899, -0.2841], [-4.1188, 0.0466, 0.2982], [-0.9782, -0.1900, 0.3912], [2.4230, -0.3890, -1.0623], [0.9206, 0.3054, -1.8235], [-0.3080, -1.7182, -1.6245], [1.2601, -2.3716, -0.6243], [1.9166, -1.2189, 1.1791], [0.8980, -0.5386, 2.3789], [1.8010, 1.2489, 0.5791], [-0.6586, -2.2527, 0.9177], [-1.5729, 2.4995, 0.4766], [-1.2862, 2.1841, -1.2466], [0.0321, 2.8594, -0.4762]], "forces_ev_per_a": [[8.6, -0.4, 0.0], [0.5, 1.9, 0.9], [1.9, -1.7, 0.1], [1.6, -1.9, -4.3], [-4.2, 2.0, -0.2], [-3.0, -2.0, -0.5], [-0.2, -2.1, 2.9], [0.8, 0.3, 0.3], [-3.6, 0.8, 0.1], [-5.4, 0.1, 0.4], [-1.5, 0.1, -0.4], [0.1, 0.8, -0.7], [2.0, 0.1, 1.9], [-1.7, 1.0, -0.7], [3.3, -2.5, -0.3], [-0.1, 0.4, 0.2], [1.5, 2.4, 0.5], [0.5, 1.1, 0.0], [0.5, 0.3, -0.4], [-0.9, -0.5, -0.7], [-0.6, -0.1, 0.9]], "total_energy_ev": -11442.0553, "total_charge": 1}

***

{"formula": "C3H4LiMgO4", "method": "wB97M-V/def2-TZVPD", "symbols": ["H", "C", "C", "O", "H", "H", "O", "H", "O", "C", "Mg", "Li", "O"], "coordinates": [[-1.2828, -0.1964, 1.1371], [-0.4992, -0.9393, 0.9781], [-0.5073, -2.2497, 1.6139], [-0.8554, -2.0528, 0.2310], [0.4351, -2.7750, 1.7732], [-1.3383, -2.5143, 2.2721], [0.6750, -0.2667, 0.6209], [1.5317, 1.0078, 1.0863], [1.5549, 1.5958, 0.0664], [0.8689, 0.7632, -0.6163], [-0.6444, 4.0344, -5.0915], [-0.0153, 2.5766, -2.5860], [0.0772, 1.0162, -1.4852]], "forces_ev_per_a": [[-0.1, -0.4, 0.1], [-1.0, 0.8, -1.0], [0.4, -0.2, 0.1], [0.0, 0.0, 0.1], [-0.2, 0.2, 0.0], [0.3, 0.1, -0.2], [1.2, 0.1, -2.1], [0.2, 1.5, -3.5], [1.9, -1.0, 2.1], [-3.6, 0.2, 5.3], [0.0, 0.0, 0.0], [-0.1, -0.2, 0.0], [1.1, -1.2, -1.1]], "total_energy_ev": -17006.3266, "total_charge": 1}

***

{"formula": "CH2ClNO", "method": "wB97M-V/def2-TZVPD", "symbols": ["C", "N", "O", "Cl", "H", "H"], "coordinates": [[-0.9712, -0.5448, 0.2050], [1.2010, 0.9900, 0.0069], [-1.9669, 0.0677, 0.0379], [2.1835, -0.3239, 0.0120], [-0.1837, -1.3374, 0.0398], [0.8180, 1.1662, 1.0036]], "forces_ev_per_a": [[0.2, 3.2, 0.2], [-2.4, 1.1, 1.5], [1.6, -2.5, -0.1], [0.7, -1.0, 0.3], [-1.3, -0.2, -0.4], [1.2, -0.6, -1.6]], "total_energy_ev": -17124.2068}

***

{"formula": "C26H49BrF3N9O8", "method": "wB97M-V/def2-TZVPD", "symbols": ["C", "C", "Br", "C", "C", "C", "N", "C", "C", "N", "O", "N", "O", "C", "F", "F", "F", "H", "H", "H", "H", "H", "H", "H", "C", "O", "N", "C", "C", "H", "H", "H", "H", "H", "H", "H", "C", "O", "N", "C", "C", "H", "H", "H", "H", "H", "H", "H", "C", "O", "N", "C", "C", "H", "H", "H", "H", "H", "H", "H", "C", "O", "N", "C", "C", "H", "H", "H", "H", "H", "H", "H", "C", "O", "N", "C", "C", "H", "H", "H", "H", "H", "H", "H", "C", "O", "N", "C", "C", "H", "H", "H", "H", "H", "H", "H"], "coordinates": [[-1.0969, 3.4904, -1.2293], [0.1009, 4.1787, -0.3021], [1.8484, 3.2742, -0.8305], [0.3044, 5.7727, -0.6297], [-0.3199, 6.7936, 0.5007], [-0.9910, 8.0550, -0.3358], [-1.1424, 9.1907, -0.9744], [0.7319, 7.2465, 1.6739], [1.6672, 5.9468, 2.1571], [2.1122, 4.7585, 2.4591], [1.5922, 8.3908, 1.3354], [2.3143, 8.1804, 0.2215], [3.5012, 8.0179, 0.4596], [-0.0899, 7.6984, 3.0589], [0.5199, 8.9978, 3.5303], [0.1323, 6.7307, 4.1837], [-1.5235, 8.0004, 2.8087], [-2.0876, 4.0887, -0.9397], [-1.1608, 2.3449, -0.9566], [-0.8373, 3.6419, -2.3846], [-0.0315, 3.9776, 0.8433], [1.4383, 5.9420, -0.8689], [-0.2788, 6.0152, -1.6427], [-1.2028, 6.1883, 1.0292], [6.1178, 3.3156, -1.1060], [5.7520, 2.9627, -2.2200], [6.0382, 2.5537, 0.0405], [6.4941, 3.0451, 1.3238], [5.4810, 1.2194, -0.0398], [6.5567, 4.3120, -0.9325], [7.2815, 2.3834, 1.6962], [5.6522, 3.0442, 2.0221], [6.8893, 4.0609, 1.2391], [6.0766, 0.6264, -0.7404], [4.4555, 1.2839, -0.4162], [5.4832, 0.7403, 0.9428], [1.8187, -0.3600, -2.1904], [1.0613, 0.5852, -2.0107], [2.0773, -1.3621, -1.2791], [2.9891, -2.4487, -1.5689], [1.4168, -1.3278, 0.0093], [2.3725, -0.4829, -3.1357], [2.4441, -3.3948, -1.5016], [3.7982, -2.4372, -0.8329], [3.4141, -2.3499, -2.5713], [0.3338, -1.3497, -0.1452], [1.6810, -0.3969, 0.5201], [1.7190, -2.1820, 0.6208], [3.1693, -6.2859, -0.8499], [3.1470, -5.2054, -0.2743], [3.9179, -6.5800, -1.9700], [3.8889, -7.8865, -2.5932], [4.7604, -5.5504, -2.5423], [2.5657, -7.1387, -0.4980], [4.8993, -8.3054, -2.5832], [3.5460, -7.7779, -3.6262], [3.2148, -8.5624, -2.0603], [5.4832, -5.2225, -1.7892], [4.1367, -4.6976, -2.8269], [5.2898, -5.9290, -3.4207], [-4.2668, 1.4538, -0.5801], [-4.3450, 2.2026, 0.3855], [-4.0523, 0.0929, -0.5214], [-3.9724, -0.7254, -1.7131], [-3.9020, -0.5396, 0.7727], [-4.3668, 1.8308, -1.6113], [-4.7579, -1.4855, -1.6734], [-2.9924, -1.2103, -1.7440], [-4.1026, -0.1215, -2.6152], [-4.8069, -0.3636, 1.3622], [-3.0503, -0.0897, 1.2920], [-3.7389, -1.6147, 0.6604], [0.4050, -9.6419, -0.5730], [1.6092, -9.6251, -0.3518], [-0.5239, -8.7943, -0.0072], [-1.9346, -8.8788, -0.3220], [-0.0758, -7.7870, 0.9319], [-0.0425, -10.3681, -1.2715], [-2.2593, -7.9254, -0.7486], [-2.4909, -9.0784, 0.5984], [-2.1308, -9.6789, -1.0407], [0.6472, -7.1334, 0.4348], [0.4169, -8.2806, 1.7751], [-0.9200, -7.1943, 1.2942], [-8.2447, 1.2399, 3.6726], [-7.5590, 0.3020, 4.0591], [-7.9802, 2.0223, 2.5683], [-8.8434, 3.1166, 2.1763], [-6.8019, 1.7417, 1.7744], [-9.1635, 1.5391, 4.2035], [-9.2177, 2.9271, 1.1662], [-8.2644, 4.0445, 2.1861], [-9.6906, 3.2147, 2.8604], [-6.8639, 0.7173, 1.3951], [-5.9155, 1.8290, 2.4099], [-6.7252, 2.4406, 0.9372]], "forces_ev_per_a": [[0.5, 0.8, 0.7], [-0.6, 0.1, -0.4], [-1.1, 0.8, 0.6], [-0.1, -0.2, -1.2], [-1.2, -0.6, -0.9], [0.8, 8.3, -3.5], [1.2, -10.7, 5.9], [0.1, -0.6, 0.7], [1.8, -8.5, 1.4], [-4.0, 11.1, -2.8], [-2.1, -1.4, 3.2], [4.7, -1.4, -2.0], [-4.0, 0.9, -0.3], [0.3, 2.4, 2.2], [-2.3, -4.4, -1.3], [-1.4, 3.4, -4.1], [4.9, -1.5, 1.1], [1.9, -1.5, -0.7], [0.0, 2.4, -0.7], [-0.6, -0.4, 2.7], [0.2, 0.3, -2.3], [-2.3, 0.0, 0.7], [1.3, -0.6, 2.2], [1.9, 1.6, -1.1], [-0.3, -0.7, 0.1], [0.2, 0.0, 1.0], [0.2, 0.9, -1.0], [-0.1, -0.2, -0.1], [-0.1, 0.0, -0.3], [0.0, 0.0, 0.1], [0.0, 0.2, 0.2], [0.2, 0.1, 0.1], [-0.1, -0.2, -0.1], [-0.2, -0.1, 0.1], [0.1, -0.2, 0.0], [0.0, 0.2, -0.1], [-0.2, -0.3, 0.8], [0.3, -1.0, 0.0], [-0.1, 1.1, -1.2], [-0.2, 0.0, 0.1], [-0.1, 0.3, 0.0], [0.1, -0.1, 0.1], [0.3, 0.1, 0.0], [0.0, -0.3, -0.1], [-0.1, 0.1, 0.1], [0.0, 0.0, 0.2], [-0.2, -0.1, 0.1], [0.0, 0.1, -0.2], [0.5, -0.1, -0.6], [0.2, -0.5, -0.4], [-0.9, 0.2, 1.2], [0.0, 0.1, 0.0], [-0.1, 0.2, 0.2], [0.2, -0.1, -0.2], [-0.1, -0.1, -0.1], [0.1, -0.2, 0.0], [0.1, 0.2, 0.0], [0.0, 0.1, -0.2], [0.2, 0.0, 0.0], [-0.2, 0.0, 0.2], [0.2, -0.7, 0.4], [0.3, -0.7, -0.6], [-0.3, 1.5, -0.3], [0.0, 0.0, 0.2], [0.0, 0.3, 0.2], [0.0, -0.1, 0.0], [0.1, 0.0, -0.2], [-0.1, -0.1, -0.2], [0.0, 0.0, 0.2], [0.2, -0.1, 0.1], [-0.1, -0.2, 0.1], [0.0, 0.2, -0.1], [-0.3, 0.6, 0.5], [-0.7, 0.3, 0.0], [0.9, -1.1, -0.8], [0.1, 0.1, 0.1], [0.3, -0.1, 0.0], [-0.1, 0.1, 0.1], [-0.2, -0.1, 0.0], [-0.2, 0.0, -0.2], [0.1, 0.1, 0.1], [-0.1, 0.1, 0.3], [0.0, 0.2, 0.0], [0.1, -0.2, -0.1], [0.6, 0.1, -0.6], [-0.3, 0.7, -0.5], [-0.6, -0.8, 1.2], [0.2, -0.1, 0.0], [0.0, -0.1, 0.3], [0.0, 0.1, -0.1], [-0.1, 0.2, 0.1], [-0.2, 0.1, -0.1], [0.2, -0.1, -0.1], [0.1, 0.1, -0.1], [0.0, 0.0, -0.3], [0.0, -0.1, 0.3]], "total_energy_ev": -135731.1487}